Here is 5 unconnected molecules or ions with the total composition C10H20Br10 in a non-equilibrium geometry from OMol25. Energies are from ωB97M-V/def2-TZVPD.

Values from the calculation:
SMILES string = BrCCBr.BrCCBr.BrCCBr.BrCCBr.BrCCBr
total charge = 0
LUMO level = 0.13 eV
HOMO = -0.36282 Eh
energy relative to the best compared isomer or geometry (same formula, charge and spin) = 40.87 kcal/mol

Atoms and positions in Å:
Br -4.853 0.847 0.988
C -4.791 2.410 -0.230
C -6.150 2.752 -0.900
Br -5.896 4.228 -2.143
H -4.072 2.278 -1.039
H -4.479 3.276 0.354
H -7.036 2.905 -0.284
H -6.317 1.811 -1.423
Br 6.322 -0.869 -1.018
C 5.130 0.787 -1.152
C 3.725 0.436 -1.660
Br 2.567 2.067 -2.101
H 5.385 1.537 -1.900
H 5.115 1.239 -0.160
H 3.198 -0.130 -0.892
H 3.717 -0.156 -2.575
Br 1.818 0.299 1.513
C 0.248 0.989 0.440
C -0.421 -0.093 -0.457
Br -1.945 0.787 -1.271
H 0.473 1.908 -0.103
H -0.500 1.464 1.075
H -0.594 -1.011 0.106
H 0.222 -0.207 -1.329
Br 4.657 -2.793 -3.331
C 3.609 -4.421 -2.886
C 2.695 -4.258 -1.629
Br 1.718 -2.520 -1.786
H 4.348 -5.201 -2.702
H 2.966 -4.621 -3.743
H 3.359 -4.154 -0.771
H 2.019 -5.068 -1.357
Br -2.491 -1.728 5.133
C -2.386 0.244 4.928
C -1.697 0.602 3.643
Br -1.492 2.540 3.589
H -1.715 0.625 5.698
H -3.359 0.724 5.032
H -2.368 0.350 2.822
H -0.726 0.123 3.522

List of Mulliken charges in e, atom by atom:
1. Br -0.13
2. C -0.48
3. C -0.59
4. Br -0.16
5. H 0.19
6. H 0.39
7. H 0.40
8. H 0.34
9. Br -0.18
10. C -0.52
11. C -0.33
12. Br -0.18
13. H 0.38
14. H 0.36
15. H 0.10
16. H 0.33
17. Br -0.17
18. C -0.60
19. C -0.09
20. Br -0.16
21. H 0.39
22. H 0.21
23. H 0.52
24. H -0.12
25. Br -0.10
26. C -0.57
27. C -0.64
28. Br -0.01
29. H 0.37
30. H 0.34
31. H 0.32
32. H 0.40
33. Br -0.18
34. C -0.69
35. C -0.41
36. Br -0.15
37. H 0.41
38. H 0.43
39. H 0.22
40. H 0.38


Here is 5 unconnected molecules or ions with the total composition C10H20Br10 in a non-equilibrium geometry from OMol25. Energies are from ωB97M-V/def2-TZVPD.

Values from the calculation:
SMILES string = BrCCBr.BrCCBr.BrCCBr.BrCCBr.BrCCBr
total charge = 0
LUMO level = 0.25 eV
HOMO = -0.38035 Eh
energy relative to the best compared isomer or geometry (same formula, charge and spin) = 35.94 kcal/mol

Atoms and positions in Å:
Br -32.994 -0.899 -10.852
C -32.214 -1.929 -9.404
C -30.922 -1.328 -9.119
Br -29.995 -2.366 -7.644
H -32.117 -2.985 -9.660
H -32.811 -1.839 -8.497
H -30.853 -0.274 -8.853
H -30.221 -1.561 -9.920
Br -26.422 -5.679 1.227
C -26.246 -5.431 -0.769
C -24.760 -5.513 -1.041
Br -24.422 -5.458 -2.910
H -26.760 -4.470 -0.793
H -26.883 -6.144 -1.292
H -24.224 -6.398 -0.699
H -24.248 -4.640 -0.636
Br -16.448 3.730 -17.342
C -18.090 3.243 -16.367
C -17.717 2.073 -15.366
Br -19.296 1.125 -14.658
H -18.765 2.931 -17.163
H -18.482 4.174 -15.957
H -17.274 2.562 -14.498
H -16.963 1.342 -15.659
Br -22.525 10.305 -7.452
C -21.756 8.584 -8.006
C -21.686 8.612 -9.533
Br -21.017 6.812 -10.138
H -22.480 7.796 -7.799
H -20.833 8.463 -7.439
H -21.003 9.368 -9.922
H -22.626 8.838 -10.036
Br -24.382 -2.265 -10.420
C -23.895 -0.957 -8.991
C -24.492 0.456 -9.390
Br -24.104 1.738 -7.983
H -22.807 -0.966 -8.932
H -24.450 -1.401 -8.165
H -25.545 0.463 -9.673
H -23.948 0.787 -10.275

List of Mulliken charges in e, atom by atom:
1. Br -0.15
2. C -0.45
3. C -0.72
4. Br -0.18
5. H 0.38
6. H 0.35
7. H 0.41
8. H 0.37
9. Br -0.17
10. C -0.55
11. C -0.54
12. Br -0.15
13. H 0.34
14. H 0.37
15. H 0.36
16. H 0.35
17. Br -0.15
18. C -0.48
19. C -0.63
20. Br -0.16
21. H 0.32
22. H 0.35
23. H 0.34
24. H 0.41
25. Br -0.16
26. C -0.53
27. C -0.65
28. Br -0.17
29. H 0.35
30. H 0.38
31. H 0.39
32. H 0.40
33. Br -0.17
34. C -0.57
35. C -0.57
36. Br -0.15
37. H 0.38
38. H 0.35
39. H 0.39
40. H 0.34


Here is a molecular structure, C10H20ClFeO24S5 in a non-equilibrium geometry from OMol25. Energies are from ωB97M-V/def2-TZVPD.

Values from the calculation:
2S+1 = 5
total charge = +1
LUMO level (alpha / beta) = -8.27 / -8.57 eV
HOMO (alpha / beta) = -0.46614 / -0.46610 Eh
energy relative to the best compared isomer or geometry (same formula, charge and spin) = 361.86 kcal/mol

Atoms and positions in Å:
Fe 1.651 -2.332 1.926
Cl 0.528 -1.293 0.309
O 0.906 -2.637 -0.083
O 1.651 -0.686 1.002
O 0.058 -0.484 -0.729
O -0.319 -1.577 1.429
C -1.301 2.234 1.661
C -1.029 0.797 1.558
O -1.897 0.120 0.712
S -3.267 1.001 0.434
O -4.516 0.410 0.927
O -3.231 1.333 -0.998
O -2.740 2.223 1.442
H -0.846 2.694 0.784
H -1.085 2.840 2.542
H -1.412 0.237 2.411
H 0.002 0.526 1.330
C -1.850 -1.421 3.285
C -2.457 -2.203 4.450
O -3.833 -2.214 4.232
S -4.319 -1.374 2.930
O -5.483 -0.519 3.143
O -4.267 -2.293 1.794
O -2.875 -0.560 3.010
H -1.640 -2.021 2.400
H -0.939 -0.960 3.665
H -2.189 -1.745 5.402
H -2.010 -3.192 4.553
C 2.815 1.175 1.480
C 3.868 2.104 0.959
O 3.359 2.834 -0.064
S 1.723 2.702 -0.070
O 1.185 2.798 -1.467
O 1.313 3.607 1.007
O 1.903 1.136 0.442
H 2.337 1.577 2.374
H 3.116 0.165 1.756
H 4.600 1.427 0.519
H 4.335 2.626 1.794
C -0.616 -0.520 -2.906
C -1.407 0.336 -3.908
O -1.760 -0.474 -4.961
S -2.073 -1.994 -4.461
O -1.223 -2.787 -5.289
O -3.502 -2.192 -4.476
O -1.425 -1.671 -2.882
H -0.434 -0.040 -1.945
H 0.376 -0.775 -3.278
H -0.873 1.236 -4.211
H -2.280 0.662 -3.343
C 3.195 -1.200 -1.778
C 2.791 0.022 -0.933
O 3.508 0.983 -1.650
S 3.174 0.836 -3.241
O 4.271 1.569 -3.913
O 1.810 1.153 -3.628
O 3.335 -0.754 -3.108
H 2.373 -1.830 -2.119
H 4.035 -1.766 -1.375
H 3.141 -0.156 0.084
H 1.739 0.308 -0.931

List of Mulliken charges in e, atom by atom:
1. Fe 0.92
2. Cl 2.93
3. O -0.90
4. O -0.83
5. O -0.67
6. O -0.57
7. C -0.58
8. C 1.01
9. O -0.04
10. S 0.93
11. O -0.55
12. O -0.55
13. O -0.48
14. H 0.56
15. H 0.33
16. H 0.14
17. H 0.15
18. C -1.08
19. C -0.48
20. O -0.37
21. S 1.18
22. O -0.50
23. O -0.54
24. O -0.40
25. H 0.45
26. H 0.38
27. H 0.33
28. H 0.31
29. C -0.71
30. C -0.43
31. O -0.36
32. S 1.42
33. O -0.58
34. O -0.61
35. O -0.49
36. H 0.35
37. H 0.40
38. H 0.34
39. H 0.39
40. C 0.23
41. C -0.39
42. O -0.41
43. S 1.08
44. O -0.54
45. O -0.52
46. O -0.36
47. H 0.28
48. H 0.04
49. H 0.33
50. H 0.44
51. C -0.46
52. C 0.52
53. O -0.55
54. S 1.10
55. O -0.63
56. O -0.42
57. O -0.37
58. H 0.25
59. H 0.31
60. H 0.55
61. H -0.33


Here is C10H20ClNO2 in the gas phase in a non-equilibrium geometry from OMol25. Energies are from ωB97M-V/def2-TZVPD.

Values from the calculation:
SMILES string = CCCCCN[C@@]1(Cl)CCCCOO1
total charge = 0
LUMO level = 0.86 eV
HOMO = -0.34213 Eh
energy relative to the best compared isomer or geometry (same formula, charge and spin) = 60.29 kcal/mol

Atoms and positions in Å:
C 3.879 0.717 0.233
C 4.444 -0.670 0.340
C 2.522 0.892 0.926
C 3.735 -1.627 -0.583
C 1.339 0.430 0.031
C -5.497 -0.202 -0.621
C -4.062 -0.371 -0.163
C -3.170 0.886 -0.502
C -1.877 0.975 0.352
C -0.924 -0.335 0.128
N 0.328 -0.064 0.782
O 2.376 -1.770 -0.365
O 1.895 -0.602 -1.033
Cl 0.978 1.708 -1.151
H 4.420 1.388 0.914
H 4.026 1.078 -0.784
H 5.503 -0.701 -0.007
H 4.392 -1.142 1.294
H 2.451 0.231 1.751
H 2.295 1.956 1.306
H 4.013 -1.590 -1.680
H 3.966 -2.762 -0.320
H -5.537 -1.085 -1.388
H -6.276 -0.493 0.111
H -5.781 0.739 -1.024
H -3.610 -1.322 -0.439
H -3.874 -0.445 0.937
H -3.947 1.751 -0.307
H -2.837 1.061 -1.506
H -2.013 1.011 1.408
H -1.386 1.853 -0.040
H -0.806 -0.603 -0.922
H -1.282 -1.167 0.632
H 0.318 0.274 1.688

List of Mulliken charges in e, atom by atom:
1. C -0.68
2. C -0.56
3. C -1.23
4. C -0.41
5. C 0.96
6. C -1.06
7. C -0.41
8. C -0.75
9. C -0.52
10. C -1.08
11. N -0.26
12. O -0.26
13. O -0.35
14. Cl -0.22
15. H 0.32
16. H 0.34
17. H 0.29
18. H 0.30
19. H 0.53
20. H 0.44
21. H 0.34
22. H 0.25
23. H 0.23
24. H 0.28
25. H 0.39
26. H 0.34
27. H 0.31
28. H 0.29
29. H 0.30
30. H 0.41
31. H 0.36
32. H 0.37
33. H 0.49
34. H 0.26


Here is a molecular structure, C10H20MnO5 from OMol25. Energies are from ωB97M-V/def2-TZVPD.

Values from the calculation:
2S+1 = 4
total charge = +4
LUMO level (alpha / beta) = -20.28 / -18.40 eV
HOMO (alpha / beta) = -1.00200 / -1.00802 Eh
energy relative to the best compared isomer or geometry (same formula, charge and spin) = 5.69 kcal/mol

Atoms and positions in Å:
Mn -0.072 -0.044 -0.024
C 0.076 -2.545 -0.160
C -1.426 -2.441 0.004
O -1.672 -0.989 0.327
C -2.124 -0.752 1.754
C -2.049 0.737 1.905
O -0.723 1.137 1.246
C -0.758 2.585 0.697
C -1.250 2.415 -0.715
O -0.373 1.321 -1.275
C 0.831 1.840 -2.045
C 1.827 0.711 -2.035
O 1.703 0.135 -0.651
C 2.701 -0.949 -0.316
C 2.171 -1.555 0.956
O 0.656 -1.596 0.817
H 0.432 -2.276 -1.167
H 0.438 -3.559 0.046
H -1.822 -3.024 0.835
H -1.950 -2.644 -0.932
H -1.450 -1.309 2.405
H -3.153 -1.125 1.808
H -1.946 1.060 2.946
H -2.838 1.272 1.378
H 0.272 2.927 0.804
H -1.417 3.148 1.363
H -1.128 3.305 -1.337
H -2.270 2.042 -0.811
H 1.180 2.728 -1.516
H 0.467 2.076 -3.048
H 2.854 1.067 -2.155
H 1.601 -0.089 -2.741
H 3.668 -0.460 -0.170
H 2.733 -1.625 -1.171
H 2.312 -0.942 1.845
H 2.497 -2.583 1.131

List of Mulliken charges in e, atom by atom:
1. Mn 1.23
2. C -0.05
3. C -0.43
4. O -0.31
5. C -0.33
6. C -0.50
7. O -0.44
8. C -0.25
9. C -0.29
10. O -0.38
11. C -0.44
12. C -0.48
13. O -0.39
14. C -0.60
15. C -0.29
16. O -0.21
17. H 0.23
18. H 0.54
19. H 0.47
20. H 0.37
21. H 0.45
22. H 0.43
23. H 0.36
24. H 0.49
25. H 0.29
26. H 0.43
27. H 0.45
28. H 0.29
29. H 0.47
30. H 0.36
31. H 0.41
32. H 0.47
33. H 0.43
34. H 0.43
35. H 0.37
36. H 0.41


Here is a molecular structure, C10H20MoN3O14P4 in a non-equilibrium geometry from OMol25. Energies are from ωB97M-V/def2-TZVPD.

Values from the calculation:
total charge = +3
LUMO level = -12.32 eV
HOMO = -0.70409 Eh

Atoms and positions in Å:
Mo -0.659 0.212 -0.127
N 1.937 3.973 0.025
C 0.474 3.780 0.399
C -0.113 5.113 0.877
P -0.501 3.173 -1.030
O 0.208 3.741 -2.289
O -1.914 3.331 -0.761
O 0.107 1.571 -1.031
P 0.512 2.437 1.738
O 0.191 3.087 3.115
O 1.869 1.870 1.657
O -0.667 1.421 1.434
H 2.069 4.145 -0.977
H 2.463 3.133 0.327
H 2.322 4.780 0.526
H -0.003 5.881 0.109
H 0.388 5.444 1.788
H -1.178 5.001 1.077
H -0.204 3.594 -3.162
H -0.717 3.321 3.359
C 1.513 -2.969 0.351
C 1.198 -1.883 1.344
O 0.753 -0.689 0.557
N 0.207 -2.169 2.299
C 0.574 -1.605 3.606
C 2.007 -1.208 3.423
C 2.940 -0.739 4.320
C 4.221 -0.479 3.857
C 4.544 -0.671 2.512
C 3.579 -1.121 1.649
N 2.346 -1.382 2.131
H 0.589 -3.326 -0.102
H 1.997 -3.800 0.867
H 2.164 -2.613 -0.445
H -0.030 -3.152 2.328
H 0.451 -2.342 4.399
H -0.034 -0.735 3.864
H 2.676 -0.608 5.361
H 4.982 -0.136 4.547
H 5.543 -0.485 2.144
H 3.749 -1.303 0.598
O -2.525 -1.940 0.003
P -2.302 -1.932 -1.582
O -2.288 -3.191 -2.267
O -0.901 -1.071 -1.454
O -3.271 -0.798 -2.140
P -3.081 0.779 -1.918
O -4.494 1.311 -1.649
O -2.161 1.412 -2.849
O -2.417 0.702 -0.390
H -3.164 -2.591 0.337
H -4.892 1.939 -2.273

List of Mulliken charges in e, atom by atom:
1. Mo 2.69
2. N -0.10
3. C 0.28
4. C -1.80
5. P 0.83
6. O -0.56
7. O -0.63
8. O -0.42
9. P 1.29
10. O -0.57
11. O -0.83
12. O -0.67
13. H 0.38
14. H 0.31
15. H 0.40
16. H 0.49
17. H 0.51
18. H 0.48
19. H 0.45
20. H 0.38
21. C -1.52
22. C 0.19
23. O -0.43
24. N -0.31
25. C -0.70
26. C 0.80
27. C -1.02
28. C -0.22
29. C -0.87
30. C 0.02
31. N 0.34
32. H 0.43
33. H 0.41
34. H 0.46
35. H 0.38
36. H 0.52
37. H 0.27
38. H 0.55
39. H 0.49
40. H 0.50
41. H 0.45
42. O -0.39
43. P 0.90
44. O -0.54
45. O -0.50
46. O -0.25
47. P 0.74
48. O -0.39
49. O -0.53
50. O -0.47
51. H 0.37
52. H 0.41


no.,molecular weight (g mol⁻¹)
1,939.31
2,939.31
3,775.88
4,221.73
5,275.20
6,626.11